This record from the Open Molecules 2025 dataset describes 15 unconnected molecules or ions with the total composition C60H150O30 at a distorted geometry. The level of theory is wB97M-V/def2-TZVPD.

The energy above the lowest of the compared OMol25 structures with the same formula, charge and spin is 82.3 kcal/mol. The calculation puts the HOMO energy at -8.99 eV. As for the net charge: 0. The frontier orbital gap is 9.61 eV.

```
240
Properties=species:S:1:pos:R:3:forces:R:3
C 25.079 13.289 16.628 -0.385 -0.580 0.492
O 25.376 12.814 15.354 -0.376 -1.977 0.053
C 26.283 13.524 14.622 0.574 0.244 -1.092
C 25.729 14.776 13.957 0.969 1.255 1.486
O 24.733 14.545 13.021 -0.373 -1.401 -0.471
C 24.884 15.217 11.801 1.813 0.829 0.272
H 25.880 13.900 17.029 0.329 0.183 0.185
H 24.891 12.425 17.332 0.032 0.948 -0.842
H 24.203 13.892 16.476 -0.707 0.435 0.832
H 26.632 12.870 13.800 -0.102 0.117 0.392
H 27.157 13.762 15.258 -0.108 0.296 -0.307
H 26.637 15.262 13.581 -0.118 0.095 -0.726
H 25.373 15.530 14.692 -0.028 -0.530 -0.072
H 24.737 16.266 12.033 -0.202 0.531 -0.540
H 24.205 14.869 11.044 -0.511 -0.295 -0.010
H 25.935 15.143 11.391 -0.885 -0.178 0.376
C 21.712 22.562 18.365 0.431 1.939 0.209
O 21.182 22.567 17.091 -1.956 -0.100 -1.159
C 20.366 23.684 16.702 1.333 -1.091 -0.618
C 20.065 23.475 15.234 -0.037 0.777 -0.080
O 21.236 23.416 14.464 0.475 -0.155 -0.702
C 21.216 22.475 13.379 -0.656 0.978 -0.473
H 22.090 23.604 18.469 0.717 -0.612 0.625
H 22.465 21.791 18.353 0.474 0.000 0.342
H 21.041 22.422 19.208 -0.599 -0.407 -0.081
H 20.866 24.632 16.883 0.623 0.164 -0.106
H 19.424 23.794 17.191 -0.888 -0.511 0.792
H 19.499 24.378 14.936 -0.259 -0.418 -0.173
H 19.469 22.572 15.095 -0.196 -0.037 0.094
H 20.232 22.540 12.798 1.143 -0.110 0.690
H 21.313 21.467 13.809 0.184 0.097 -0.461
H 22.041 22.770 12.657 -0.878 -0.623 1.092
C 17.518 21.958 18.392 -0.329 1.236 -1.653
O 16.927 22.578 17.213 -0.649 -0.636 1.303
C 15.632 23.137 17.530 1.058 1.035 -1.768
C 14.932 23.423 16.175 0.657 -1.053 -0.013
O 14.118 22.311 15.755 -0.037 0.869 -0.312
C 13.283 22.648 14.619 0.891 -0.902 1.085
H 17.971 22.719 19.017 0.379 0.071 0.165
H 18.207 21.244 18.001 0.782 -0.298 -0.014
H 16.781 21.449 18.960 -0.874 -0.603 0.562
H 15.815 24.114 17.994 -0.147 0.009 0.234
H 15.100 22.516 18.226 -0.527 -0.445 0.060
H 15.747 23.557 15.441 -0.124 -0.074 0.165
H 14.412 24.379 16.175 -0.605 -0.054 0.287
H 12.412 23.145 14.973 -1.034 0.278 0.263
H 13.051 21.731 14.085 -0.177 -0.136 0.163
H 13.762 23.302 13.934 0.844 0.651 -0.658
C 25.210 14.885 21.834 0.315 -0.261 0.379
O 23.871 15.324 21.863 0.557 0.223 0.862
C 23.144 14.832 20.792 0.352 0.905 -1.808
C 21.704 15.225 20.896 -0.584 -1.205 0.700
O 20.893 14.363 20.109 0.728 -0.058 -0.039
C 19.547 14.802 20.068 -0.053 -0.659 0.595
H 25.301 13.782 21.899 -0.271 0.282 -0.233
H 25.704 15.262 22.735 -0.094 0.165 -0.200
H 25.755 15.232 20.941 -0.215 -0.002 0.119
H 23.260 13.794 20.696 -0.141 -1.935 0.254
H 23.574 15.208 19.841 -0.211 0.210 0.217
H 21.599 16.236 20.589 -0.275 1.147 -0.229
H 21.377 15.107 21.943 0.155 0.289 -0.048
H 19.409 15.411 19.161 -0.374 0.231 0.721
H 19.280 15.207 21.073 -0.005 0.532 -0.928
H 18.919 13.903 20.024 0.091 0.091 -0.426
C 23.340 21.126 23.407 1.708 2.033 1.222
O 22.339 20.448 22.785 -0.385 -0.628 -0.795
C 21.207 21.239 22.644 -2.129 -0.838 -0.135
C 20.030 20.404 22.093 0.842 0.047 -0.467
O 20.058 20.435 20.651 -0.553 -0.209 0.625
C 19.200 19.431 20.083 0.739 0.872 1.894
H 23.832 21.928 22.830 -0.381 -0.146 -0.630
H 24.174 20.481 23.663 -0.262 -0.443 0.287
H 22.989 21.715 24.293 0.085 -0.842 -0.151
H 21.303 22.103 21.995 0.523 0.281 -0.278
H 20.869 21.594 23.622 0.194 0.150 0.240
H 19.111 20.876 22.432 -0.312 -0.049 0.099
H 20.088 19.363 22.503 -0.026 0.657 -0.434
H 18.158 19.511 20.329 -0.714 0.365 0.729
H 19.578 18.513 20.468 0.006 -1.248 -0.238
H 19.216 19.532 19.050 0.597 -0.076 -1.934
C 21.343 13.267 12.441 -0.486 -1.074 -0.085
O 20.353 13.000 11.438 0.051 -0.205 -0.378
C 19.074 13.513 11.685 0.710 1.393 1.230
C 18.002 13.261 10.654 1.370 0.296 0.972
O 17.460 12.019 10.820 -0.925 -1.357 0.440
C 16.299 11.787 10.033 1.289 0.109 -0.235
H 21.066 12.873 13.468 0.099 0.229 -1.091
H 21.660 14.314 12.578 -0.345 -0.084 -0.419
H 22.119 12.671 11.967 0.762 0.233 0.867
H 19.176 14.615 11.589 -0.069 -0.054 0.786
H 18.850 13.193 12.732 -0.672 0.508 -0.656
H 18.536 13.292 9.711 -0.200 0.548 -0.770
H 17.308 14.106 10.825 -0.195 -0.420 -0.538
H 16.155 10.708 10.058 -0.181 0.093 -0.330
H 16.510 12.183 9.015 -0.511 -0.472 0.320
H 15.462 12.289 10.484 -0.659 0.333 0.009
C 17.253 22.079 12.388 -0.449 -0.678 0.591
O 16.897 22.225 11.044 0.860 -0.147 -0.577
C 15.823 23.051 10.805 -2.011 -0.147 0.780
C 15.926 24.495 11.246 1.746 0.086 -1.590
O 15.806 24.589 12.618 -0.699 0.171 0.808
C 16.043 25.900 13.051 -1.349 0.891 0.546
H 17.974 21.269 12.456 -0.241 -0.431 -0.079
H 16.313 21.860 12.930 0.655 0.009 0.366
H 17.759 22.923 12.833 -0.127 0.722 -0.008
H 14.875 22.728 11.370 1.019 -0.167 -0.421
H 15.562 22.916 9.754 0.214 0.465 -0.030
H 15.117 25.000 10.722 -0.188 0.512 -0.020
H 16.917 24.970 10.961 -0.922 -0.515 -0.139
H 15.666 25.994 14.068 -0.107 -0.223 0.160
H 15.459 26.696 12.478 1.006 -1.016 0.257
H 17.100 26.084 13.135 0.602 0.435 -0.503
C 23.400 17.692 14.475 -0.248 -0.823 -0.093
O 24.729 17.870 14.896 -0.226 -0.044 0.275
C 24.757 17.923 16.299 0.686 2.750 0.103
C 26.138 18.214 16.821 -0.498 1.494 0.104
O 26.362 19.685 16.898 0.553 -2.066 -0.182
C 27.595 19.959 17.582 -0.717 -0.037 -0.616
H 23.482 17.588 13.411 -0.291 0.036 -0.737
H 22.795 18.590 14.703 -0.037 -0.501 0.139
H 22.930 16.712 14.844 0.592 1.441 -0.157
H 24.485 17.006 16.712 -0.997 -1.767 0.734
H 24.115 18.758 16.675 0.089 -0.713 -0.258
H 26.798 17.750 16.103 0.843 -0.021 -0.008
H 26.186 17.746 17.813 0.432 0.364 -0.072
H 28.449 19.348 17.268 -0.204 0.057 -0.322
H 27.425 19.787 18.613 0.022 -0.320 1.294
H 27.812 21.012 17.469 0.101 0.226 -0.315
C 22.451 11.159 15.526 0.190 -1.088 0.866
O 21.946 12.097 16.418 -0.056 2.237 0.203
C 20.805 11.817 17.127 -2.472 -1.849 0.363
C 19.453 11.497 16.310 0.164 0.434 0.972
O 19.002 12.693 15.691 0.270 -0.459 -0.424
C 17.679 12.584 15.215 -0.180 -0.236 0.014
H 21.593 10.586 15.131 0.784 -0.121 -0.272
H 23.178 10.522 16.114 -0.711 0.125 -0.914
H 23.002 11.710 14.769 -0.042 -0.207 -0.202
H 20.546 12.601 17.869 0.476 -0.041 -0.767
H 20.946 10.914 17.747 0.093 -0.057 -0.058
H 18.657 11.162 17.041 0.841 0.369 -0.171
H 19.484 10.642 15.601 0.445 0.531 0.044
H 17.523 11.802 14.448 0.416 0.074 0.112
H 17.403 13.541 14.736 -0.027 -0.321 0.596
H 17.048 12.283 16.075 -0.226 0.523 -0.349
C 12.800 13.534 17.811 -0.641 1.287 2.388
O 12.508 14.791 17.200 0.656 -0.490 -0.131
C 11.737 15.661 18.004 1.480 0.751 0.368
C 12.015 17.095 17.583 -0.206 -1.120 -2.278
O 13.351 17.430 17.780 -0.278 0.025 0.494
C 13.561 18.804 17.584 0.350 -0.257 -0.802
H 13.295 12.847 17.156 0.222 -0.003 -0.655
H 11.828 13.117 18.148 0.575 -0.249 -0.044
H 13.462 13.699 18.754 -1.052 -0.383 -1.475
H 12.014 15.608 19.073 -0.024 -0.368 -0.220
H 10.698 15.456 17.892 -1.041 -0.260 -0.017
H 11.321 17.767 18.042 -0.400 0.582 0.867
H 11.798 17.195 16.487 0.023 -0.200 0.494
H 14.553 18.975 17.949 0.524 0.589 0.074
H 12.820 19.407 18.044 -0.674 0.538 1.313
H 13.451 19.149 16.554 0.458 -0.502 -0.516
C 27.236 17.853 21.284 0.589 1.641 -0.483
O 26.212 18.169 20.329 1.186 -0.757 -0.618
C 24.955 18.467 20.861 -0.482 1.376 -0.113
C 23.893 18.874 19.816 0.741 0.254 -0.412
O 23.326 17.719 19.219 0.573 -0.341 0.191
C 22.149 17.932 18.503 -0.820 -0.264 -0.744
H 27.907 17.126 20.823 -0.219 -0.138 0.124
H 26.896 17.526 22.265 -0.422 -0.286 -0.171
H 27.876 18.770 21.485 -0.742 -0.758 -0.242
H 25.107 19.389 21.457 -0.472 -0.509 0.468
H 24.618 17.592 21.384 -0.559 -0.109 0.829
H 24.426 19.468 19.018 -0.604 -0.150 0.664
H 23.098 19.488 20.320 0.662 -0.455 -0.378
H 21.369 18.351 19.170 0.249 -0.098 -0.504
H 21.806 16.969 18.061 0.186 0.379 0.778
H 22.277 18.552 17.592 0.044 0.297 0.609
C 16.219 14.621 18.864 0.759 -0.674 0.411
O 16.619 15.840 19.393 0.604 0.736 0.004
C 15.606 16.559 20.035 1.157 0.560 1.833
C 14.685 15.756 20.881 -0.799 -0.669 0.914
O 15.483 15.127 21.854 -0.298 -0.845 1.992
C 14.713 14.278 22.741 1.470 -1.987 -0.846
H 16.198 13.899 19.686 -0.771 -0.269 0.014
H 17.036 14.238 18.259 -0.037 0.288 -0.615
H 15.289 14.738 18.326 -0.260 -0.392 -0.362
H 15.011 17.125 19.382 -0.675 0.833 -1.291
H 16.143 17.242 20.749 -0.444 -0.366 -0.718
H 14.155 14.952 20.319 -0.049 0.682 0.147
H 13.945 16.438 21.396 0.428 -0.555 -0.705
H 13.817 14.711 23.097 -1.154 0.853 0.031
H 15.233 13.923 23.677 0.258 0.855 -1.207
H 14.478 13.314 22.191 -0.049 1.013 0.464
C 14.381 15.317 11.277 1.563 0.682 -1.027
O 13.963 14.155 11.861 -0.989 -1.560 1.035
C 14.639 13.603 12.974 1.782 2.136 -0.848
C 14.571 14.417 14.212 -0.748 -0.222 0.698
O 15.308 15.580 13.996 0.300 0.806 0.930
C 15.033 16.523 15.024 -0.874 1.072 -0.095
H 13.627 15.520 10.514 0.321 0.436 0.058
H 15.383 15.186 10.822 -0.238 -0.297 -0.536
H 14.637 16.150 11.923 -0.975 0.249 0.533
H 15.732 13.466 12.776 -0.565 -0.155 -0.256
H 14.186 12.704 13.180 -0.969 -2.354 0.138
H 14.989 13.784 15.036 -0.139 0.500 -0.205
H 13.515 14.657 14.488 0.533 -0.093 -0.170
H 15.602 17.439 14.932 0.743 -0.361 -0.436
H 15.243 16.130 16.032 -0.394 -0.076 -0.287
H 13.990 16.942 14.917 0.471 -1.018 0.415
C 17.707 19.374 15.573 1.147 -0.226 0.294
O 17.150 18.287 16.269 0.044 -0.189 0.632
C 18.100 17.412 16.889 -0.444 0.455 0.469
C 18.853 16.480 15.923 0.013 0.525 0.999
O 19.629 15.697 16.796 1.311 -0.332 0.247
C 20.824 15.158 16.249 0.114 -0.214 -0.973
H 18.755 19.424 15.854 0.415 0.479 0.112
H 17.242 20.329 15.782 -0.449 0.094 0.359
H 17.706 19.216 14.519 -0.283 -0.213 -0.985
H 17.524 16.888 17.675 0.362 -0.170 -0.658
H 18.886 17.981 17.464 -0.536 -0.216 -0.651
H 19.471 17.126 15.282 -0.010 -0.335 -0.219
H 18.232 15.793 15.359 -0.450 0.251 -0.488
H 21.167 14.298 16.804 0.062 0.309 0.769
H 21.654 15.881 16.095 -0.615 -0.043 0.506
H 20.676 14.685 15.275 -0.464 0.258 -0.301
C 20.363 18.360 11.768 -0.170 -1.124 1.354
O 19.069 18.701 11.384 0.110 1.131 -0.829
C 18.138 17.664 11.505 0.283 -0.551 -0.579
C 16.743 18.254 11.363 0.272 -2.396 1.369
O 16.306 18.612 12.650 -0.584 0.405 0.336
C 15.097 19.342 12.569 -0.239 -0.121 -0.475
H 20.664 17.373 11.394 0.095 0.158 -0.322
H 20.395 18.264 12.868 0.055 -0.025 -0.009
H 21.086 19.112 11.519 0.105 0.477 -0.541
H 18.332 17.203 12.470 -0.597 -0.427 0.369
H 18.307 16.892 10.715 -0.010 0.363 0.327
H 16.041 17.453 10.962 0.709 1.313 -0.119
H 16.878 19.160 10.846 -0.313 0.968 -1.640
H 15.187 20.246 11.920 0.203 -0.294 0.652
H 14.810 19.576 13.602 -0.085 0.132 -0.397
H 14.317 18.742 12.053 0.140 0.006 0.504
```
Positions in Å, forces in eV/Å.